Below is C26H28FNOP2Sm as an isolated structure, with properties calculated with ωB97M-V with the def2-TZVPD basis set.

```
60
Properties=species:S:1:pos:R:3:lowdin_spin:R:1
C -1.4874 3.4215 -3.6595 -0.0003
C -1.3457 2.0568 -3.4507 0.0001
C -0.0872 1.4354 -3.7332 -0.0018
C 1.0076 2.2476 -4.2161 -0.0008
C 0.8030 3.6359 -4.4090 -0.0003
C -0.4224 4.2106 -4.1317 0.0001
C 2.2477 1.6294 -4.3955 -0.0009
C 2.4178 0.2613 -4.1729 -0.0014
C 1.2759 -0.4882 -3.6989 -0.0033
C 1.4316 -1.8786 -3.3958 -0.0004
C 2.6771 -2.4703 -3.5507 -0.0003
C 3.7870 -1.7397 -4.0122 0.0001
C 3.6619 -0.3981 -4.3204 -0.0004
H -2.4447 3.8908 -3.4292 0.0000
H 1.6459 4.2214 -4.7834 0.0000
H -0.5729 5.2814 -4.2692 0.0000
H 3.0927 2.2280 -4.7290 0.0000
H 2.7903 -3.5258 -3.2993 0.0000
H 4.7463 -2.2434 -4.1268 0.0000
H 4.5039 0.1918 -4.6849 0.0000
N 0.1197 0.1433 -3.3965 -0.0030
Sm 0.1232 0.1792 0.2538 5.2080
C -2.4566 1.2279 -2.8418 -0.0023
H -2.4432 0.2136 -3.2631 0.0000
H -3.4429 1.6911 -2.9951 -0.0004
C 0.2538 -2.6394 -2.8327 -0.0021
H -0.6751 -2.3089 -3.3242 0.0000
H 0.3797 -3.7244 -2.9512 -0.0004
P -2.2301 1.0019 -1.0255 -0.0100
P 0.0174 -2.2962 -1.0263 -0.0096
C 1.3217 -3.3647 -0.3194 0.0000
H 1.2242 -3.3960 0.7743 0.0001
H 1.2184 -4.3799 -0.7248 -0.0001
H 2.3124 -2.9654 -0.5694 0.0000
C -1.4895 -3.2855 -0.7212 -0.0006
H -1.3143 -4.3244 -1.0351 -0.0002
H -1.7443 -3.2612 0.3472 0.0001
H -2.3309 -2.8631 -1.2899 0.0000
C -2.5039 2.7092 -0.4332 -0.0001
H -3.4491 3.0946 -0.8410 -0.0001
H -2.5485 2.7256 0.6646 0.0000
H -1.6761 3.3527 -0.7580 0.0000
C -3.7932 0.1929 -0.5397 -0.0012
H -3.8215 0.0688 0.5505 0.0000
H -4.6405 0.8144 -0.8610 -0.0003
H -3.8553 -0.7996 -1.0059 0.0000
C 2.5599 -0.2348 1.0320 -0.0197
O 3.6666 -0.4036 1.2974 -0.0053
H 1.4243 0.9082 -0.9439 -0.0596
F -3.6105 -1.5972 5.5042 0.0002
C -2.8753 -1.2907 4.3878 0.0009
C -2.9516 -0.0041 3.8643 -0.0029
C -2.1569 0.3055 2.7380 -0.0086
C -1.3318 -0.6518 2.1687 -0.0611
C -1.2914 -1.9345 2.6899 -0.0067
C -2.0634 -2.2703 3.8270 -0.0025
H -3.6040 0.7356 4.3195 -0.0004
H -2.2055 1.3248 2.3309 -0.0011
H -0.6627 -2.7115 2.2447 -0.0009
H -2.0309 -3.2658 4.2609 -0.0004
```

LUMO level (alpha / beta) in eV: -3.781 / -3.646
<S²>: 8.85
Total energy in a.u.: -2577.80026
Gap between HOMO and LUMO (alpha / beta) in eV: 6.83 / 6.89
Charge: +1
HOMO energy (alpha / beta) in eV: -10.6 / -10.5
Spin multiplicity: 6

***

Below is C26H28N2O4S in the gas phase, with properties calculated with ωB97M-V with the def2-TZVPD basis set.

```
61
Properties=species:S:1:pos:R:3:lowdin_charge:R:1
C 7.7084 2.2181 -1.5568 -0.0582
C 7.0340 2.8453 -0.3416 -0.2400
H 7.5035 2.4900 0.5800 0.1101
H 7.1186 3.9352 -0.3857 0.1226
O 5.6355 2.6228 -0.3196 -0.0395
C 5.1191 1.3613 -0.2569 -0.2028
C 3.8577 1.2223 -0.8280 0.0131
C 3.1752 0.0234 -0.8108 -0.0319
C 3.7504 -1.0875 -0.2153 -0.2091
C 5.0032 -0.9620 0.3687 0.0224
C 5.6986 0.2400 0.3681 -0.1878
O 6.9278 0.3900 0.9624 -0.1108
C 7.5504 -0.7349 1.5292 -0.0810
H 8.5149 -0.3807 1.8911 0.0957
H 6.9757 -1.1339 2.3714 0.0967
H 7.7114 -1.5254 0.7889 0.0987
H 5.4363 -1.8299 0.8411 0.1051
C 3.0342 -2.4123 -0.1969 -0.1234
N 1.6241 -2.2602 0.0784 0.0732
C 0.6707 -2.6674 -0.7876 -0.4541
O 0.9224 -3.2854 -1.8053 0.0661
C -0.7339 -2.3442 -0.3867 -0.1152
C -1.0547 -1.2236 0.3692 0.0522
C -2.3769 -0.9493 0.7015 -0.2262
C -3.3826 -1.8073 0.2326 -0.4659
C -3.0604 -2.9255 -0.5179 -0.0850
C -1.7424 -3.1947 -0.8296 -0.0132
H -1.4763 -4.0524 -1.4269 0.1188
H -3.8528 -3.5723 -0.8624 0.1055
S -5.0974 -1.4961 0.6186 1.0163
C -5.3297 0.1219 -0.0987 -0.5351
C -4.5650 0.5688 -1.1666 -0.0792
C -4.7800 1.8355 -1.6739 -0.0327
C -5.7607 2.6679 -1.1458 -0.2824
C -6.5320 2.1953 -0.0906 -0.0475
C -6.3198 0.9355 0.4360 -0.1117
H -6.9183 0.5751 1.2593 0.1030
H -7.3044 2.8220 0.3311 0.1120
C -5.9907 4.0311 -1.7212 -0.0516
H -6.5276 4.6651 -1.0199 0.0751
H -5.0461 4.5062 -1.9774 0.0793
H -6.5838 3.9545 -2.6329 0.0854
H -4.1757 2.1808 -2.5000 0.1168
H -3.8038 -0.0651 -1.5965 0.1139
N -2.7421 0.1470 1.4762 0.1155
C -1.9821 1.2004 1.8988 -0.5003
O -0.7945 1.3115 1.7022 0.0720
C -2.8092 2.2231 2.6471 0.0120
H -2.1710 3.0475 2.9507 0.0847
H -3.2562 1.7710 3.5301 0.0870
H -3.6044 2.5984 2.0052 0.0798
H -3.7272 0.1685 1.7143 0.0934
H -0.3008 -0.5241 0.6922 0.0999
H 1.3711 -1.7255 0.8936 0.1394
H 3.4873 -3.0767 0.5483 0.1255
H 3.0984 -2.8970 -1.1778 0.1305
H 2.2021 -0.0507 -1.2712 0.1152
H 3.4258 2.0961 -1.2892 0.1221
H 8.7562 2.5045 -1.5825 0.0761
H 7.6425 1.1340 -1.5108 0.0697
H 7.2246 2.5574 -2.4700 0.0801
```

LUMO level in eV: 0.522
SMILES: CCOc1ccc(CNC(=O)c2ccc(Sc3ccc(C)cc3)c(NC(C)=O)c2)cc1OC
Total energy in a.u.: -1816.25649
Gap between HOMO and LUMO in eV: 8.50
Charge: 0
ΔE to the lowest compared entry with this formula, charge and spin in eV: 0.1661
HOMO energy in eV: -8.0

***

Below is C26H28N4Pd as an isolated structure, with properties calculated with ωB97M-V with the def2-TZVPD basis set.

```
59
Properties=species:S:1:pos:R:3:lowdin_charge:R:1
Pd -0.3765 -0.8118 -0.7688 0.4776
C 2.5304 -1.7363 -2.3360 -0.0386
C 2.9284 -1.5958 -0.8984 -0.3187
C 4.2565 -1.4428 -0.5132 -0.0296
C 4.5488 -1.2725 0.8313 -0.0709
C 3.5139 -1.2455 1.7500 -0.0326
C 2.2094 -1.4002 1.2912 -0.2284
N 1.9364 -1.5817 -0.0071 0.1081
C 1.0166 -1.3397 2.1964 -0.2352
C 1.1030 -1.0643 3.5494 -0.0196
C -0.0911 -1.0088 4.2852 -0.0700
C -1.2933 -1.2247 3.6522 -0.0248
C -1.3061 -1.4688 2.2671 -0.2321
N -0.1538 -1.5019 1.5784 0.0965
C -2.5172 -1.6082 1.4671 -0.2145
C -3.8071 -1.6655 2.0271 -0.0339
C -4.8885 -1.8382 1.2030 -0.0764
C -4.6827 -1.9482 -0.1794 -0.0346
C -3.3972 -1.8628 -0.6734 -0.3343
C -3.1194 -1.9208 -2.1454 -0.0593
N -2.3307 -1.6860 0.1266 0.0660
H 3.3272 -2.1873 -2.9284 0.0746
H 2.2961 -0.7535 -2.7537 0.0720
H 1.6248 -2.3369 -2.4106 0.0687
H 5.0405 -1.4639 -1.2586 0.1087
H 5.5739 -1.1600 1.1610 0.1026
H 3.7176 -1.1163 2.8035 0.0951
H 2.0522 -0.9033 4.0396 0.0963
H -0.0645 -0.8017 5.3471 0.1021
H -2.2143 -1.1797 4.2167 0.0989
H -3.9406 -1.5996 3.0980 0.0952
H -5.8878 -1.8993 1.6148 0.1010
H -5.5138 -2.0963 -0.8559 0.1073
H -3.8588 -2.5356 -2.6608 0.0734
H -2.1200 -2.3206 -2.3192 0.0569
H -3.1454 -0.9159 -2.5734 0.0758
C -0.9857 1.8269 1.2178 -0.0146
N 0.1831 2.6770 0.8293 -0.1667
C -0.2539 3.9179 0.1449 -0.0049
C 1.2668 1.9216 0.0222 -0.0930
C 0.9630 1.8352 -1.4395 -0.3075
C 1.5608 2.7911 -2.2702 -0.1041
C 1.2956 2.8202 -3.6162 -0.1249
C 0.4045 1.8886 -4.1275 -0.1140
C -0.1759 0.9455 -3.2940 -0.1516
C 0.0773 0.8290 -1.9142 -0.2244
H -1.7176 2.4672 1.7104 0.0978
H -0.6304 1.0542 1.8936 0.0769
H -1.3847 1.3406 0.3243 0.0661
H 0.6346 2.9449 1.7010 0.1670
H -0.7820 3.6354 -0.7613 0.1112
H 0.6209 4.5072 -0.1179 0.1000
H -0.9055 4.4727 0.8164 0.0973
H 1.3287 0.9443 0.4941 0.0867
H 2.1787 2.4959 0.2038 0.1250
H 2.2593 3.5123 -1.8506 0.0997
H 1.7724 3.5495 -4.2589 0.0919
H 0.1702 1.8909 -5.1859 0.0935
H -0.8468 0.2264 -3.7455 0.0696
```

LUMO level (alpha / beta) in eV: 0.100 / 0.099
Total energy in a.u.: -1354.36339
Gap between HOMO and LUMO (alpha / beta) in eV: 4.76 / 4.76
Charge: 0
ΔE to the lowest compared entry with this formula, charge and spin in eV: 0.9411
HOMO energy (alpha / beta) in eV: -4.7 / -4.7

***

- charge of number 1 (C26H28FNOP2Sm)?
  +1

***

- The highest charge belongs to which entry?
  C26H28FNOP2Sm

***

What did the first record say?
Below is C26H28FNOP2Sm as an isolated structure, with properties calculated with ωB97M-V with the def2-TZVPD basis set.

```
60
Properties=species:S:1:pos:R:3:lowdin_spin:R:1
C -1.4874 3.4215 -3.6595 -0.0003
C -1.3457 2.0568 -3.4507 0.0001
C -0.0872 1.4354 -3.7332 -0.0018
C 1.0076 2.2476 -4.2161 -0.0008
C 0.8030 3.6359 -4.4090 -0.0003
C -0.4224 4.2106 -4.1317 0.0001
C 2.2477 1.6294 -4.3955 -0.0009
C 2.4178 0.2613 -4.1729 -0.0014
C 1.2759 -0.4882 -3.6989 -0.0033
C 1.4316 -1.8786 -3.3958 -0.0004
C 2.6771 -2.4703 -3.5507 -0.0003
C 3.7870 -1.7397 -4.0122 0.0001
C 3.6619 -0.3981 -4.3204 -0.0004
H -2.4447 3.8908 -3.4292 0.0000
H 1.6459 4.2214 -4.7834 0.0000
H -0.5729 5.2814 -4.2692 0.0000
H 3.0927 2.2280 -4.7290 0.0000
H 2.7903 -3.5258 -3.2993 0.0000
H 4.7463 -2.2434 -4.1268 0.0000
H 4.5039 0.1918 -4.6849 0.0000
N 0.1197 0.1433 -3.3965 -0.0030
Sm 0.1232 0.1792 0.2538 5.2080
C -2.4566 1.2279 -2.8418 -0.0023
H -2.4432 0.2136 -3.2631 0.0000
H -3.4429 1.6911 -2.9951 -0.0004
C 0.2538 -2.6394 -2.8327 -0.0021
H -0.6751 -2.3089 -3.3242 0.0000
H 0.3797 -3.7244 -2.9512 -0.0004
P -2.2301 1.0019 -1.0255 -0.0100
P 0.0174 -2.2962 -1.0263 -0.0096
C 1.3217 -3.3647 -0.3194 0.0000
H 1.2242 -3.3960 0.7743 0.0001
H 1.2184 -4.3799 -0.7248 -0.0001
H 2.3124 -2.9654 -0.5694 0.0000
C -1.4895 -3.2855 -0.7212 -0.0006
H -1.3143 -4.3244 -1.0351 -0.0002
H -1.7443 -3.2612 0.3472 0.0001
H -2.3309 -2.8631 -1.2899 0.0000
C -2.5039 2.7092 -0.4332 -0.0001
H -3.4491 3.0946 -0.8410 -0.0001
H -2.5485 2.7256 0.6646 0.0000
H -1.6761 3.3527 -0.7580 0.0000
C -3.7932 0.1929 -0.5397 -0.0012
H -3.8215 0.0688 0.5505 0.0000
H -4.6405 0.8144 -0.8610 -0.0003
H -3.8553 -0.7996 -1.0059 0.0000
C 2.5599 -0.2348 1.0320 -0.0197
O 3.6666 -0.4036 1.2974 -0.0053
H 1.4243 0.9082 -0.9439 -0.0596
F -3.6105 -1.5972 5.5042 0.0002
C -2.8753 -1.2907 4.3878 0.0009
C -2.9516 -0.0041 3.8643 -0.0029
C -2.1569 0.3055 2.7380 -0.0086
C -1.3318 -0.6518 2.1687 -0.0611
C -1.2914 -1.9345 2.6899 -0.0067
C -2.0634 -2.2703 3.8270 -0.0025
H -3.6040 0.7356 4.3195 -0.0004
H -2.2055 1.3248 2.3309 -0.0011
H -0.6627 -2.7115 2.2447 -0.0009
H -2.0309 -3.2658 4.2609 -0.0004
```

LUMO level (alpha / beta) in eV: -3.781 / -3.646
<S²>: 8.85
Total energy in a.u.: -2577.80026
Gap between HOMO and LUMO (alpha / beta) in eV: 6.83 / 6.89
Charge: +1
HOMO energy (alpha / beta) in eV: -10.6 / -10.5
Spin multiplicity: 6

***

- Which of these has the highest total energy?
  C26H28N4Pd